Entry 1:
C3H5NSi | the ωB97M-V functional and the def2-TZVPD basis

Geometry as ORCA input:
```
! RIJCOSX wB97M-V def2-TZVPD def2/J DEFGRID3
* xyz 0 1
H -0.05879 2.37480 0.23084
Si -0.99391 -1.37880 -0.05707
N 2.99090 0.61529 -0.33288
H -0.39147 1.34233 -1.22439
C -0.55647 0.28204 0.53053
H -0.38420 -2.28205 -1.20289
H -0.79518 0.36689 1.62403
H -1.89963 -2.40795 0.64121
C -0.27652 1.42576 -0.11547
C 2.36528 -0.33831 -0.09390
*
```

Results
Frontier orbital gap (alpha / beta) in eV: 5.107 / 5.104

=====

Entry 2:
C6H8N2O2 | the ωB97M-V functional and the def2-TZVPD basis

Geometry as ORCA input:
```
! RIJCOSX wB97M-V def2-TZVPD def2/J DEFGRID3
* xyz 0 1
H 2.53634 -3.67353 2.12546
O 3.06755 -3.40655 0.04572
C 0.37392 -1.02843 0.45579
H -2.55961 4.38549 -3.90962
H -3.89777 3.72920 -2.85518
H -0.49976 -0.42246 0.01301
H 2.00361 -1.29602 -1.06848
C 0.90164 -2.31654 2.61144
C 2.16738 -2.68383 0.44895
N 1.58322 -1.46632 -0.19460
C -2.81936 4.06551 -2.88722
N 1.78039 -2.99628 1.75190
O 1.08265 -2.49701 3.81477
H -2.28329 3.46217 -0.84233
H -0.60409 -0.90669 2.27855
C 0.13494 -1.32322 1.70942
C -2.00855 4.05585 -1.86837
H -0.95921 4.31865 -1.62919
*
```

Results
Frontier orbital gap in eV: 10.242

=====

Entry 3:
C2H4ClFN2O | the ωB97M-V functional and the def2-TZVPD basis

Geometry as ORCA input:
```
! RIJCOSX wB97M-V def2-TZVPD def2/J DEFGRID3
* xyz 0 1
H 1.19001 1.65744 -0.31595
N 1.02522 -0.63328 -1.44619
O -0.56647 1.74408 0.71887
H 1.77767 -0.10630 -1.84924
C 0.38480 -0.15931 -0.43924
H -0.47401 -2.10162 -0.10249
H -0.66121 1.44598 1.66019
F -0.45429 -1.03306 1.59775
Cl -2.27983 -0.79571 -0.27122
N 0.63511 1.04115 0.24974
C -0.57701 -1.05935 0.19778
*
```

Results
Frontier orbital gap in eV: 10.653

=====

Entry 4:
C68H185N11O23 | the ωB97M-V functional and the def2-TZVPD basis

Geometry as ORCA input:
```
! RIJCOSX wB97M-V def2-TZVPD def2/J DEFGRID3
* xyz 0 1
C -3.94412 -2.78840 -2.30363
H -4.80771 -5.08137 -3.34856
O -7.77420 0.38068 -19.54214
H -0.87142 -4.52050 -8.88835
C -9.55763 6.08829 -2.35423
O -8.55321 -3.36674 -5.29935
H -4.55184 4.24859 -9.55747
O -7.95633 -3.03843 -11.35164
C 1.88641 5.51706 -4.03592
H -6.84850 -5.19231 -4.03307
C 1.86541 4.75783 -17.16350
H -9.03676 -2.69765 -7.23556
H 0.77702 -1.56446 -19.88629
H 1.57355 4.05508 -15.17263
H 2.73654 -0.31814 -14.32035
H -1.77068 -2.91750 -8.75403
H -14.79931 5.56636 -14.26156
O -3.32731 -3.69683 -6.84828
H -2.30449 -5.41888 -6.97607
C -2.52754 4.26662 -0.65458
H 2.34104 11.24575 -14.22601
H 0.29210 11.49906 -16.61291
H 6.21284 -1.94819 -8.26207
H -6.25760 -6.64482 -2.07780
H -7.19410 5.52493 -2.72778
O -8.80615 6.48141 -3.52108
H 1.36948 -0.23845 -18.86247
H -1.01134 9.22515 -14.26390
C -1.79549 -4.00073 -8.63527
H -3.82520 -2.61115 -3.37253
H 0.52818 0.53956 -13.18436
H -5.53153 4.54170 -4.74496
C 3.90403 5.49344 -2.36058
C 0.46911 -0.48439 -12.81536
N -9.83044 5.91032 -14.73657
H 1.02176 -0.61449 -11.88489
C 0.57956 -0.97892 -18.98837
H -5.49361 5.27795 -22.48725
H -3.71754 4.30823 -13.75695
H -7.36484 4.91173 -6.35970
H -3.60443 5.65288 -9.46155
H -9.64207 0.50385 0.30944
H -4.02033 -3.93695 -7.46769
O -3.93685 12.87184 -7.21886
H -5.29962 15.39836 -5.44273
H 1.19494 6.49279 -10.90084
H 5.43627 1.90720 -11.03486
H -8.26920 -1.71095 -16.83662
H 0.44720 5.36554 -15.71419
C -0.82289 9.45875 -15.31175
H 8.48904 1.45095 -11.65633
H -5.37616 -2.24580 -11.18507
N -6.94786 15.06759 -7.57727
O -7.40804 9.17638 -13.69794
C -4.53768 5.20530 -20.68153
H 0.21494 5.46724 -8.92129
C -6.44028 -5.57049 -2.10093
H -7.84880 0.67785 -17.50548
C -7.38014 5.99227 -6.21722
H -10.06611 3.87728 -15.45292
H -5.82111 -0.60592 -11.68377
C -4.27781 6.73295 -20.47686
N 6.93411 -0.86310 -9.70060
H -2.01170 4.17166 -11.11145
H -5.67577 1.59893 -5.47524
H -1.81029 4.18829 0.16242
H -1.03808 8.68433 -16.04800
H -3.40147 7.03870 -21.04838
C 4.17940 -1.99696 -15.72894
H -4.48366 10.88735 -7.80770
C -5.30396 13.25798 -7.23591
O 1.05089 6.39102 -3.24076
H -2.56547 -4.29001 -9.35049
H -2.86475 3.09740 -2.51002
H -4.31589 2.73087 -13.68236
C -7.55565 1.64302 0.17114
H 1.12344 8.98688 -10.06861
C -7.61487 -2.06273 -17.63424
H 8.33592 -0.29609 -11.93310
H -3.07500 5.41301 -11.63345
H 5.18518 -0.21167 -6.82529
H -0.03147 8.11133 -3.39421
H -7.48058 14.88213 -6.73947
H -3.80723 -1.88539 -1.70870
H -5.06379 7.27716 -21.00047
H -11.87796 4.80675 -16.28529
H 4.37477 -0.94996 -15.96072
O -12.87701 6.19880 -15.04553
H 1.30152 8.07608 -4.50459
O -4.18890 7.18418 -19.12601
H -5.75473 8.11422 -13.47048
H -13.99321 4.36784 -15.25876
H -8.80388 -3.23429 -11.75770
C -3.80564 11.44143 -7.15854
H 2.05789 5.74643 -15.20213
H 6.17118 -0.91052 -10.36074
C -0.78249 -0.29601 -19.20747
H -8.34320 6.49853 -6.28285
C -3.51637 4.58027 -9.63432
H -7.09717 9.61644 -11.07523
C -3.06613 4.44734 -11.12797
H 4.75711 4.89729 -2.03663
H -10.37184 -2.87271 -6.04267
H 5.06676 -2.35304 -15.20559
N 0.63600 -2.81690 -13.45504
H 5.23594 2.22234 -12.65721
H -8.32650 -3.81486 -1.98199
C 0.91494 10.60727 -16.54329
C -9.07401 -3.53158 -4.00316
H -5.23698 7.75625 -17.46680
H 7.28887 1.26576 -9.57714
H -1.90023 2.12616 -7.94891
H 0.63076 -1.23496 -14.83180
H -14.60004 5.78493 -15.94940
C -11.91606 5.87987 -16.09807
C 0.53730 7.44840 -4.04622
H -6.19082 1.04351 -7.15934
H -4.39490 -5.35746 -1.64808
H -3.88844 0.71270 -8.44422
C -7.98486 -3.85114 -3.01643
C 6.02729 1.98029 -11.94779
H -10.64951 7.48589 -15.64258
H -7.80179 8.32021 -13.88102
H -5.14039 15.10275 -8.44864
H -6.97752 -2.55336 -13.02686
H -9.25830 -1.54712 -5.89268
C -2.64373 2.43583 -8.68335
H -1.44805 -4.03202 -6.39391
H -1.57003 -0.98173 -19.51998
H -3.49852 4.17080 -0.16866
H -9.98950 5.08750 -2.35514
C -7.30769 -2.04693 -12.11989
H 3.99040 11.86344 -17.29906
H -7.59410 1.63529 1.26044
H -5.48181 8.80216 -11.03786
C -9.35101 4.57802 -15.02198
C -9.32871 -2.59325 -6.19060
C -8.54695 1.55878 -19.75225
O -5.19373 -3.45919 -1.95371
C 1.06399 -1.45073 -13.85514
C 7.71829 0.36490 -10.01549
H 3.01287 -0.11787 -7.07153
H 8.66203 0.27677 -9.47727
H -4.87068 -0.46655 -17.12127
C -14.07097 5.43714 -15.06213
H 3.84362 11.78921 -14.94048
H -5.83298 12.95329 -6.33291
C -3.48208 4.31211 -20.08211
H -6.83692 -5.30544 -1.12087
H -9.50927 -2.56644 -3.74399
H -6.97264 7.89639 -11.35932
H -3.83717 15.56688 -6.49418
C 0.82020 8.12231 -9.47815
H -8.04695 4.60371 -3.84753
H 3.75873 3.95032 -4.83264
C 7.83968 0.58515 -11.52657
C -3.96264 1.78705 -8.27583
H -4.82793 3.94781 -22.15947
O 6.64932 0.78580 -12.22350
H -8.93841 6.11859 -1.45771
H -6.01703 -1.28001 -18.76073
O -8.99084 -0.19176 0.42608
H -6.60506 1.92535 -0.28136
H -10.51963 5.77549 -14.01066
O -1.12354 0.34819 -18.02488
C -6.17614 9.00513 -13.00488
N -5.66858 -0.99468 -16.79793
C -5.34156 7.08571 -18.31977
O -9.97380 3.59093 -12.93350
H -0.71628 0.45917 -19.99069
O -3.90838 3.54084 -11.84035
O 0.54023 9.86623 -15.37303
H 1.32425 -3.41261 -13.89270
H -2.78582 11.12910 -7.38326
C -2.26287 3.08310 -1.60138
O -2.53292 5.52859 -1.33845
H -0.07690 6.95459 -4.79922
H -1.23928 3.17957 -1.96339
H -3.09590 4.11867 -7.78802
H 6.73051 2.81298 -11.96128
N -4.63082 4.93588 -22.08889
H 4.41635 3.42935 -3.48214
H 1.15499 3.88991 -18.74063
H -8.18185 -2.26012 -18.54401
H -7.15515 -3.03020 -17.43233
H 3.40413 6.02999 -1.55416
C -6.46166 8.84680 -11.51326
H -9.86094 -4.28569 -3.99113
C -4.91873 15.68250 -6.42369
H 2.20698 -0.56206 -8.61883
C 6.57062 -0.91991 -8.31436
C -3.57865 3.37763 -13.20668
H 1.85943 5.73047 -17.65547
H 0.88678 -2.82890 -12.47674
H 1.29977 4.90664 -4.72247
C 2.43982 10.94986 -16.42425
H -0.53614 -0.75504 -12.49239
H -6.33910 1.16849 -18.28564
H -2.22115 2.06456 -9.61700
C 1.42572 6.74222 -9.86516
H -6.68481 7.23918 -4.63084
C -7.71495 5.62827 -3.67968
H -8.53297 4.66764 -15.73674
H -2.40272 2.11965 -1.11120
C 3.02165 -0.00539 -8.15566
H -0.53638 1.09336 -17.87797
H -8.15776 2.43823 -19.23924
H -8.25743 2.40208 -0.17447
C -7.12573 0.41400 -18.27726
C 2.84625 4.71907 -3.09696
H 1.07703 8.33554 -8.44052
H 2.26169 4.17940 -2.35188
H 5.53348 0.96657 -8.01429
N -5.46249 5.54919 -4.72787
H -7.08397 -0.45349 0.02371
H 2.51284 6.81269 -9.82919
O 4.21806 -0.51186 -8.66427
N 3.01108 11.73728 -17.51147
H -6.74172 6.46752 -6.96197
H -8.73634 2.59386 -11.58018
H -9.37921 4.07549 -10.97396
H -4.92587 0.25426 -6.25665
C -9.63369 3.21254 -11.58931
H -8.19829 3.13319 -13.82083
N -7.39044 -5.17056 -3.18104
H -7.87760 0.17633 -1.36726
H 3.02873 11.21143 -18.37360
C -2.14428 -4.35772 -7.16676
H -5.10949 5.74204 -3.80143
C -10.48314 6.43858 -15.89469
C 2.59218 -1.34629 -13.98842
H -8.84245 1.71788 -20.78931
H -5.32686 6.04109 -18.00888
C -7.88401 0.22240 -0.27824
H 3.02994 10.03622 -16.49579
H 4.34686 6.26949 -2.98487
H -5.52982 4.88743 -20.36102
C 5.34203 -0.10019 -7.89817
H -5.19267 16.70165 -6.69642
H -1.65506 5.68775 -1.69291
H -3.71534 3.25261 -20.18777
C 2.77551 11.67814 -15.12733
H -6.53082 -1.19888 -10.23588
H 2.41388 12.70496 -15.18182
N -2.65023 3.91235 -8.67058
H 2.89433 1.05235 -8.38606
H -3.39654 4.52364 -19.01626
C -5.09848 -4.86634 -2.32030
H -2.57692 3.00680 -13.42373
C -6.18940 -1.52085 -11.21968
H 2.56903 6.08349 -4.66940
H -7.22486 -3.06991 -3.02977
H -9.53084 1.37765 -19.31952
H 0.52114 -1.77073 -18.24155
C -8.82925 4.00983 -13.67425
H 7.40604 -0.87136 -7.61591
H -5.81615 12.71025 -8.02695
H -8.24767 4.79750 -13.19525
H -7.10814 16.04285 -7.78531
C -6.81114 6.17431 -4.82627
H -1.52424 10.29023 -15.38156
H -2.44946 4.42455 -20.41250
O -4.32850 2.08571 -6.89645
H -3.94122 11.11137 -6.12860
O 1.14938 5.68707 -8.93053
O 1.02781 3.81248 -17.79225
C 1.47052 4.99026 -15.72301
H 3.19807 -1.51135 -13.09750
H -6.21832 7.41450 -18.87771
H -0.24922 7.91229 -9.49680
H -8.03895 -1.29152 -12.40747
N 3.52490 3.67162 -3.89044
H 2.84715 4.28759 -17.21972
H -9.90615 6.39723 -16.81852
H -5.50429 9.85277 -13.13985
H -3.04049 -3.30314 -1.97715
H -10.49295 2.75261 -11.10121
C -5.37885 1.22557 -6.45532
C -5.52214 14.76133 -7.48645
C -6.58746 -0.98865 -17.87880
H -10.39430 6.77300 -2.21548
H 0.60277 10.02300 -17.40889
H -5.36747 -1.95858 -16.81604
H -12.34676 6.35469 -16.97963
H 4.17311 -2.55298 -16.66645
H -4.72083 2.09721 -8.99488
O 2.93420 -2.32386 -15.01162
*
```

Results
Frontier orbital gap in eV: 8.403

=====

Entry 5:
C3H9N2 | the ωB97M-V functional and the def2-TZVPD basis

Geometry as ORCA input:
```
! RIJCOSX wB97M-V def2-TZVPD def2/J DEFGRID3
* xyz 1 1
C 1.72199 -0.17462 -0.21459
C 0.58644 0.79795 -0.08418
H -1.28698 -1.22288 -0.19130
N 0.77080 1.95780 0.56921
H 1.18449 2.74477 0.06765
H -2.39073 -2.34396 -0.82296
H 1.36318 -1.11942 0.20552
N -1.88582 -2.00894 -0.01792
H -2.38585 -2.01444 0.85012
H -1.55736 0.82248 0.00801
C -0.65147 0.45879 -0.47588
H 2.58910 0.17268 0.33430
H 2.03014 -0.34188 -1.25196
H -0.08793 2.27166 1.02399
*
```

Results
Frontier orbital gap in eV: 6.304

=====

Entry 6:
C54H60I2N5O2TeTl | the ωB97M-V functional and the def2-TZVPD basis

Geometry as ORCA input:
```
! RIJCOSX wB97M-V def2-TZVPD def2/J DEFGRID3
* xyz -2 1
H 0.19167 -4.49548 -1.39016
C 1.11179 2.02817 2.81924
H -5.61054 -4.56764 5.76245
C 2.13413 0.96440 3.16609
C -1.01199 0.47624 -3.22680
H 5.06702 5.37485 -3.63841
H 0.97948 1.83195 -5.70689
C 3.13160 3.45584 -1.65781
C 0.32287 1.84999 -4.83791
C -1.21544 3.22467 0.02492
C 1.53137 -0.42821 2.99221
C -0.09567 0.42778 -4.44741
C -2.73155 3.10840 0.20541
N -2.74993 -0.81922 0.50759
C 2.46757 -2.14841 -5.44522
C -2.06691 -2.65312 2.83801
C 3.45092 1.09729 2.39823
H -2.75505 -7.31682 -0.27777
C 3.33688 5.44505 0.16738
H -1.65979 4.66428 2.26534
H -0.88841 2.38244 -0.59219
C -0.88327 3.92866 2.41375
H 2.81442 -0.99321 -0.50265
H 4.72119 3.44694 -5.10571
H -0.60486 -2.43499 -3.14689
C -3.66431 -1.40092 1.35891
C -1.82221 -6.80729 -0.52534
H 0.92554 -3.58353 2.14796
H -1.47767 1.38773 2.73596
C 2.56480 4.31980 0.49716
C 3.88944 4.56705 -2.01101
I -2.85201 -3.75817 -1.48041
H -1.34507 -0.51877 -2.93924
H 3.43688 1.48247 -4.40450
H 0.81601 -3.89871 0.13921
C -3.36070 -2.13109 2.52856
H 4.79334 -2.30712 -2.40348
H 4.53916 6.49521 -1.25532
H -2.17542 0.06302 2.41004
H 2.96745 -2.72476 -0.82487
H -1.74150 -6.76951 -1.61125
C 4.47440 4.53476 -3.29950
H -5.60838 -0.15077 -0.98822
C 5.03463 -0.22312 -2.03116
H 0.89739 -2.18072 -2.88952
C 2.10797 1.38931 -1.72355
C 1.12364 -0.46663 -4.33732
N -8.05846 -2.80449 7.42759
H 3.86113 2.10052 2.51943
H -3.91494 -4.34038 4.00963
C 3.97721 5.59546 -1.04076
H -5.88089 -1.54074 1.30069
H 2.07927 4.27019 1.45944
C 0.25401 -4.70260 -0.32498
C -1.58748 -2.91587 4.12656
H 2.36438 1.09227 4.23305
H -0.56093 2.43518 -5.08286
C 2.01872 -0.46893 -3.23419
H -3.13076 3.96893 0.73958
C -0.29353 3.81002 3.65791
H 4.27993 -1.85538 -0.01835
H 2.15762 -1.18726 3.45699
C 3.13155 -1.35064 -3.26031
H -3.21354 3.05459 -0.76921
C 3.53807 2.31737 -3.72503
H -2.12280 -2.76987 5.04836
C -5.27205 -1.23486 3.83655
C -4.97369 -1.17875 0.85580
H 3.29718 0.90605 1.34010
C 3.50741 -1.78065 -0.78158
H 0.78063 -5.64272 -0.17769
C -3.46069 -0.26565 -0.47896
C -0.87708 4.51616 -0.72283
C -6.20050 -1.35006 4.83508
C 0.56453 2.20318 1.52982
H -0.59392 4.45324 4.47311
C 2.94723 2.31905 -2.47848
H -2.96553 0.25848 -1.27768
N 1.69201 0.19989 -2.08958
C 4.28163 3.44402 -4.11500
C -0.00176 -3.32846 2.63496
H 0.42155 -3.60678 4.77507
H 2.63420 -2.78719 -6.30163
H 0.84498 2.33751 -4.01959
Te -1.67686 -4.83695 0.56234
C -4.39552 -2.29617 3.51979
H 1.11048 2.72130 4.83514
C 3.32667 -2.16979 -4.36245
H 3.41700 6.23056 0.90857
C -6.34875 -2.55564 5.55056
H -1.18618 5.38617 -0.14657
N -1.07439 -2.91003 1.91263
H -1.00803 -7.43881 -0.16609
H -5.14626 -0.29042 3.32624
H -0.52065 0.95601 -2.38471
H 4.17339 0.37416 2.77973
H -1.39483 4.53853 -1.68008
H 4.17350 -2.84700 -4.36882
H 1.43584 -0.66180 1.93434
C 4.14243 -1.46405 -2.13542
O -1.98253 0.67413 3.13312
C -0.49045 3.13147 1.35126
H 5.88025 -0.42199 -1.37235
H -2.98515 2.20649 0.75655
O 0.12961 -2.67266 -2.56879
C 0.66958 2.83897 3.85347
C -7.29117 -2.68328 6.56971
Tl -0.19298 -1.03071 -0.14329
C 1.37368 -1.30360 -5.41383
N 0.99899 1.44698 0.45449
H 4.47618 0.61269 -1.62541
C -4.83651 -0.46651 -0.31353
H 0.19203 4.58935 -0.90534
H 0.54678 -0.46627 3.44907
C 2.44182 3.30119 -0.42748
H -6.82049 -0.50534 5.10590
H 0.69072 -1.30062 -6.25185
I -4.12700 -2.70549 -3.98964
C -0.26616 -3.33585 3.98855
H -1.89901 1.04745 -3.48957
C 1.76427 2.01143 -0.47332
H 5.41617 0.06562 -3.01022
H -0.69616 0.02125 -5.27002
C -4.55332 -3.49619 4.24529
C -5.50259 -3.63348 5.22317
*
```

Results
Frontier orbital gap (alpha / beta) in eV: 5.392 / 4.211

=====

Entry 7:
C4H10O2 | the ωB97M-V functional and the def2-TZVPD basis

Geometry as ORCA input:
```
! RIJCOSX wB97M-V def2-TZVPD def2/J DEFGRID3
* xyz 0 1
H 3.30259 0.62709 0.00517
H 0.44059 -1.38518 -0.02501
H -2.46716 -1.16176 1.38520
C 1.46951 0.45540 0.61561
C 0.25437 -0.36579 0.31158
O 0.23487 0.23992 -2.24867
O 2.49477 0.22392 -0.33857
H -0.36485 0.45609 -1.51952
H 1.19615 1.52135 0.65227
H 1.81441 0.16435 1.61707
H -3.08846 -0.19148 0.05166
H -2.06839 -1.60811 -0.27851
H 1.09623 0.57510 -1.96374
C -2.21917 -0.75943 0.39659
H -1.11140 1.12107 0.83366
C -0.98408 0.08749 0.50522
*
```

Results
Frontier orbital gap in eV: 10.099